# 1
Here is a structure of composition C24H34HfN7O from the Open Molecules 2025 dataset. Energies are from wB97M-V/def2-TZVPD.

Properties
Maximum force: 0.4 eV/A
Orbital gap: 6.77 eV
E_LUMO: -0.3607 Ha
ΔE to the lowest compared entry with this formula, charge and spin: 0.168 eV
Highest occupied orbital energy: -16.58 eV

Geometry as ORCA input:
```
! wB97M-V def2-TZVPD RIJCOSX def2/J DEFGRID3
* xyz 3 1
Hf -0.19 -0.39 -0.40
C 0.52 3.55 -3.45
C 1.30 4.21 -2.31
C 2.26 3.27 -1.60
C 3.62 3.61 -1.64
C 4.61 2.77 -1.16
C 4.27 1.52 -0.67
C 2.94 1.15 -0.61
C 2.58 -0.27 -0.25
C 2.14 -1.07 -1.48
C 1.94 2.04 -1.01
N 0.59 1.58 -0.82
C -0.40 2.43 -0.56
C -1.72 1.95 -0.56
C -2.94 2.58 -0.36
C -3.94 1.61 -0.55
C -3.29 0.42 -0.86
N -1.94 0.60 -0.88
H -0.05 4.29 -4.00
H -0.18 2.78 -3.11
H 1.21 3.08 -4.16
H 0.62 4.73 -1.63
H 1.90 5.01 -2.74
H 3.90 4.56 -2.08
H 5.65 3.08 -1.20
H 5.04 0.83 -0.34
H 1.86 -0.30 0.61
H 3.44 -0.78 0.17
H 1.36 -0.59 -2.11
H 1.88 -2.12 -1.28
H 2.98 -1.09 -2.18
H -0.19 3.47 -0.36
H -3.09 3.62 -0.12
H -5.00 1.75 -0.49
H -3.73 -0.54 -1.07
N -1.02 -5.84 -1.58
C -1.07 -4.56 -1.96
C -0.71 -3.49 -1.11
N -0.76 -2.23 -1.56
C -1.16 -1.99 -2.82
C -1.52 -3.06 -3.63
N -1.48 -4.30 -3.22
H -0.70 -6.13 -0.68
H -1.29 -6.55 -2.25
H -0.38 -3.66 -0.09
H -1.21 -0.96 -3.16
H -1.86 -2.89 -4.65
C -2.70 -2.11 2.31
N -1.63 -1.68 3.21
C -1.59 -2.36 4.52
C -0.70 -0.82 2.82
O -0.52 -0.68 1.50
N 0.03 -0.07 3.63
C 1.27 0.54 3.15
C -0.42 0.33 4.97
H -3.60 -2.24 2.90
H -2.45 -3.06 1.84
H -2.89 -1.35 1.55
H -1.80 -3.41 4.35
H -2.35 -1.96 5.19
H -0.61 -2.27 4.97
H 1.08 1.30 2.39
H 1.95 -0.22 2.77
H 1.76 1.02 3.99
H -1.48 0.13 5.09
H -0.27 1.40 5.06
H 0.15 -0.18 5.75
*
```



# 2
Here is a structure of composition C24H34KN6PSe2 from the Open Molecules 2025 dataset. Energies are from wB97M-V/def2-TZVPD.

Properties
Maximum force: 0.7 eV/A
Orbital gap: 7.38 eV
E_LUMO: 0.0084 Ha
Highest occupied orbital energy: -7.16 eV

Geometry as ORCA input:
```
! wB97M-V def2-TZVPD RIJCOSX def2/J DEFGRID3
* xyz 0 1
K -0.10 -0.10 -0.11
Se -0.73 -2.74 -1.44
P 1.32 -2.62 -2.12
Se 2.51 -0.91 -1.55
C 2.18 -4.16 -1.60
C 1.50 -5.38 -1.66
C 2.14 -6.56 -1.31
C 3.46 -6.54 -0.87
C 4.14 -5.33 -0.80
C 3.50 -4.15 -1.17
C 1.32 -2.77 -3.95
C 0.44 -3.67 -4.55
C 0.43 -3.84 -5.93
C 1.29 -3.09 -6.72
C 2.17 -2.19 -6.13
C 2.18 -2.03 -4.75
H 0.46 -5.39 -1.96
H 1.59 -7.49 -1.36
H 3.95 -7.46 -0.58
H 5.16 -5.31 -0.46
H 4.03 -3.20 -1.11
H -0.26 -4.22 -3.94
H -0.26 -4.54 -6.38
H 1.28 -3.21 -7.80
H 2.84 -1.60 -6.74
H 2.86 -1.33 -4.28
C 2.17 -0.73 2.10
N 1.60 -0.19 3.32
C 2.21 -0.34 4.63
C 1.22 0.39 5.55
N 0.14 0.80 4.67
C -0.93 1.61 5.18
C 0.39 0.46 3.36
N -0.27 0.65 2.27
C -1.61 1.21 2.14
C -1.68 2.44 1.21
N -1.30 2.13 -0.17
C -1.50 2.96 -1.14
N -1.07 2.71 -2.42
C -0.46 1.49 -2.91
C -1.48 3.72 -3.37
C -2.09 4.81 -2.49
N -2.11 4.20 -1.17
C -2.63 4.97 -0.05
H 3.12 -1.20 2.35
H 2.36 0.04 1.36
H 1.53 -1.49 1.64
H 3.20 0.11 4.67
H 2.31 -1.40 4.90
H 1.69 1.26 6.02
H 0.85 -0.26 6.35
H -0.74 1.79 6.23
H -1.91 1.12 5.11
H -0.99 2.58 4.68
H -2.07 1.51 3.08
H -2.27 0.44 1.73
H -1.02 3.20 1.64
H -2.70 2.80 1.30
H -0.31 0.78 -2.11
H 0.52 1.69 -3.35
H -1.10 1.00 -3.65
H -2.20 3.32 -4.09
H -0.62 4.08 -3.94
H -3.09 5.08 -2.81
H -1.48 5.72 -2.48
H -2.83 5.97 -0.42
H -1.91 5.06 0.76
H -3.56 4.58 0.34
*
```



# 3
Here is the ion C24H34N3O3S with charge +1 from the Open Molecules 2025 dataset. Energies are from wB97M-V/def2-TZVPD.

Properties
Maximum force: 1.2 eV/A
Orbital gap: 7.92 eV
Structure (SMILES): CC[NH+](CC)CCC[C@H](C)NC(=O)c1cccc(S(=O)(=O)N2CCc3ccccc32)c1
E_LUMO: -0.0886 Ha
ΔE to the lowest compared entry with this formula, charge and spin: 0.204 eV
Highest occupied orbital energy: -10.33 eV

Geometry as ORCA input:
```
! wB97M-V def2-TZVPD RIJCOSX def2/J DEFGRID3
* xyz 1 1
C 1.82 -3.15 2.97
C 2.34 -1.77 3.32
N 2.73 -0.98 2.12
C 4.04 -1.39 1.59
H 4.81 -0.90 2.19
H 4.15 -2.47 1.73
C 4.22 -1.06 0.10
H 5.19 -0.57 -0.04
H 3.46 -0.35 -0.22
C 4.18 -2.29 -0.81
H 4.91 -3.02 -0.45
H 4.49 -1.99 -1.81
C 2.81 -2.96 -0.90
N 1.86 -2.10 -1.59
C 0.93 -1.36 -0.98
O 0.88 -1.24 0.25
C -0.06 -0.68 -1.85
C -1.33 -0.43 -1.31
C -2.29 0.17 -2.09
C -2.03 0.53 -3.40
C -0.77 0.32 -3.93
C 0.21 -0.29 -3.16
H 1.19 -0.43 -3.58
H -0.55 0.61 -4.94
H -2.83 0.98 -3.98
S -3.92 0.42 -1.37
O -4.28 -0.80 -0.71
O -4.78 0.96 -2.38
N -3.55 1.54 -0.17
C -3.71 2.90 -0.53
C -3.17 3.53 -1.62
C -3.44 4.89 -1.78
C -4.22 5.57 -0.87
C -4.76 4.92 0.23
C -4.50 3.58 0.40
C -4.97 2.62 1.45
H -4.79 2.99 2.46
H -6.04 2.43 1.34
C -4.14 1.36 1.16
H -4.72 0.44 1.16
H -3.31 1.26 1.87
H -5.38 5.45 0.93
H -4.42 6.62 -1.02
H -3.03 5.41 -2.64
H -2.56 3.00 -2.33
H -1.56 -0.72 -0.30
H 1.82 -2.20 -2.59
C 2.90 -4.29 -1.64
H 3.54 -4.98 -1.09
H 1.92 -4.74 -1.74
H 3.32 -4.15 -2.63
H 2.40 -3.13 0.10
C 2.69 0.48 2.39
C 1.27 1.02 2.47
H 0.76 0.69 3.37
H 0.70 0.71 1.60
H 1.31 2.11 2.49
H 3.22 0.98 1.58
H 3.24 0.67 3.32
H 1.99 -1.17 1.37
H 1.56 -1.22 3.84
H 3.21 -1.83 3.99
H 0.98 -3.07 2.28
H 1.47 -3.64 3.87
H 2.59 -3.78 2.53
*
```



Copy entry 1 word for word.
Here is a structure of composition C24H34HfN7O from the Open Molecules 2025 dataset. Energies are from wB97M-V/def2-TZVPD.

Properties
Maximum force: 0.4 eV/A
Orbital gap: 6.77 eV
E_LUMO: -0.3607 Ha
ΔE to the lowest compared entry with this formula, charge and spin: 0.168 eV
Highest occupied orbital energy: -16.58 eV

Geometry as ORCA input:
```
! wB97M-V def2-TZVPD RIJCOSX def2/J DEFGRID3
* xyz 3 1
Hf -0.19 -0.39 -0.40
C 0.52 3.55 -3.45
C 1.30 4.21 -2.31
C 2.26 3.27 -1.60
C 3.62 3.61 -1.64
C 4.61 2.77 -1.16
C 4.27 1.52 -0.67
C 2.94 1.15 -0.61
C 2.58 -0.27 -0.25
C 2.14 -1.07 -1.48
C 1.94 2.04 -1.01
N 0.59 1.58 -0.82
C -0.40 2.43 -0.56
C -1.72 1.95 -0.56
C -2.94 2.58 -0.36
C -3.94 1.61 -0.55
C -3.29 0.42 -0.86
N -1.94 0.60 -0.88
H -0.05 4.29 -4.00
H -0.18 2.78 -3.11
H 1.21 3.08 -4.16
H 0.62 4.73 -1.63
H 1.90 5.01 -2.74
H 3.90 4.56 -2.08
H 5.65 3.08 -1.20
H 5.04 0.83 -0.34
H 1.86 -0.30 0.61
H 3.44 -0.78 0.17
H 1.36 -0.59 -2.11
H 1.88 -2.12 -1.28
H 2.98 -1.09 -2.18
H -0.19 3.47 -0.36
H -3.09 3.62 -0.12
H -5.00 1.75 -0.49
H -3.73 -0.54 -1.07
N -1.02 -5.84 -1.58
C -1.07 -4.56 -1.96
C -0.71 -3.49 -1.11
N -0.76 -2.23 -1.56
C -1.16 -1.99 -2.82
C -1.52 -3.06 -3.63
N -1.48 -4.30 -3.22
H -0.70 -6.13 -0.68
H -1.29 -6.55 -2.25
H -0.38 -3.66 -0.09
H -1.21 -0.96 -3.16
H -1.86 -2.89 -4.65
C -2.70 -2.11 2.31
N -1.63 -1.68 3.21
C -1.59 -2.36 4.52
C -0.70 -0.82 2.82
O -0.52 -0.68 1.50
N 0.03 -0.07 3.63
C 1.27 0.54 3.15
C -0.42 0.33 4.97
H -3.60 -2.24 2.90
H -2.45 -3.06 1.84
H -2.89 -1.35 1.55
H -1.80 -3.41 4.35
H -2.35 -1.96 5.19
H -0.61 -2.27 4.97
H 1.08 1.30 2.39
H 1.95 -0.22 2.77
H 1.76 1.02 3.99
H -1.48 0.13 5.09
H -0.27 1.40 5.06
H 0.15 -0.18 5.75
*
```



What is the highest occupied orbital energy in the third record? -10.33 eV



Copy entry 3 word for word.
Here is the ion C24H34N3O3S with charge +1 from the Open Molecules 2025 dataset. Energies are from wB97M-V/def2-TZVPD.

Properties
Maximum force: 1.2 eV/A
Orbital gap: 7.92 eV
Structure (SMILES): CC[NH+](CC)CCC[C@H](C)NC(=O)c1cccc(S(=O)(=O)N2CCc3ccccc32)c1
E_LUMO: -0.0886 Ha
ΔE to the lowest compared entry with this formula, charge and spin: 0.204 eV
Highest occupied orbital energy: -10.33 eV

Geometry as ORCA input:
```
! wB97M-V def2-TZVPD RIJCOSX def2/J DEFGRID3
* xyz 1 1
C 1.82 -3.15 2.97
C 2.34 -1.77 3.32
N 2.73 -0.98 2.12
C 4.04 -1.39 1.59
H 4.81 -0.90 2.19
H 4.15 -2.47 1.73
C 4.22 -1.06 0.10
H 5.19 -0.57 -0.04
H 3.46 -0.35 -0.22
C 4.18 -2.29 -0.81
H 4.91 -3.02 -0.45
H 4.49 -1.99 -1.81
C 2.81 -2.96 -0.90
N 1.86 -2.10 -1.59
C 0.93 -1.36 -0.98
O 0.88 -1.24 0.25
C -0.06 -0.68 -1.85
C -1.33 -0.43 -1.31
C -2.29 0.17 -2.09
C -2.03 0.53 -3.40
C -0.77 0.32 -3.93
C 0.21 -0.29 -3.16
H 1.19 -0.43 -3.58
H -0.55 0.61 -4.94
H -2.83 0.98 -3.98
S -3.92 0.42 -1.37
O -4.28 -0.80 -0.71
O -4.78 0.96 -2.38
N -3.55 1.54 -0.17
C -3.71 2.90 -0.53
C -3.17 3.53 -1.62
C -3.44 4.89 -1.78
C -4.22 5.57 -0.87
C -4.76 4.92 0.23
C -4.50 3.58 0.40
C -4.97 2.62 1.45
H -4.79 2.99 2.46
H -6.04 2.43 1.34
C -4.14 1.36 1.16
H -4.72 0.44 1.16
H -3.31 1.26 1.87
H -5.38 5.45 0.93
H -4.42 6.62 -1.02
H -3.03 5.41 -2.64
H -2.56 3.00 -2.33
H -1.56 -0.72 -0.30
H 1.82 -2.20 -2.59
C 2.90 -4.29 -1.64
H 3.54 -4.98 -1.09
H 1.92 -4.74 -1.74
H 3.32 -4.15 -2.63
H 2.40 -3.13 0.10
C 2.69 0.48 2.39
C 1.27 1.02 2.47
H 0.76 0.69 3.37
H 0.70 0.71 1.60
H 1.31 2.11 2.49
H 3.22 0.98 1.58
H 3.24 0.67 3.32
H 1.99 -1.17 1.37
H 1.56 -1.22 3.84
H 3.21 -1.83 3.99
H 0.98 -3.07 2.28
H 1.47 -3.64 3.87
H 2.59 -3.78 2.53
*
```



E_LUMO of number 3 (C24H34N3O3S)? -0.0886 Ha